No. 1
93
Properties=species:S:1:pos:R:3:forces:R:3:mulliken_charge:R:1 method="wB97M-V/def2-TZVPD" homo_lumo_gap_ha="0.256 / 0.215" relative_energy_ev=2.702 e_homo_ev="-7.58 / -8.52" energy_ha=-5398.16966 largest_force_ev_per_a=3.85 spin_multiplicity=3
Pd -0.662 1.694 -2.215 0.16 -0.40 -0.26 0.442
N 0.257 5.278 -2.888 -0.87 0.62 0.90 -0.287
C -0.792 4.856 -3.627 -3.46 0.83 1.47 0.215
O -1.997 5.283 -3.483 3.39 -0.61 -0.30 -0.680
C -0.580 3.679 -4.505 3.01 -0.67 -0.99 -0.103
C -1.381 2.481 -4.014 0.92 -0.39 -1.05 -1.018
H 0.019 5.915 -2.103 0.26 -0.66 -1.00 0.284
H 1.031 4.628 -2.732 0.15 0.22 -0.34 0.371
H 0.557 3.447 -4.588 -1.89 0.27 0.16 0.036
H -0.853 3.948 -5.547 -0.24 -0.18 0.53 0.423
H -1.249 1.640 -4.826 -0.81 1.32 1.86 0.242
H -2.358 2.930 -3.776 -0.05 -1.03 -0.44 0.497
C 7.757 0.365 -0.721 -1.05 1.38 -0.11 -1.689
C 6.419 0.546 -1.386 -0.17 1.00 1.18 1.103
C 6.270 0.480 -2.741 0.34 -0.80 -0.92 -0.540
C 5.117 0.912 -3.381 -0.01 0.47 -0.40 -0.672
C 4.085 1.432 -2.597 -0.51 -0.13 -1.22 -0.109
C 4.178 1.414 -1.226 -0.18 0.69 1.06 -0.130
C 5.353 1.047 -0.620 1.22 -1.16 1.45 -0.699
S 2.606 2.129 -3.382 1.18 0.08 -1.30 1.578
O 2.810 2.021 -4.811 0.10 -0.11 0.27 -0.763
O 2.475 3.494 -2.916 -0.03 0.07 0.61 -0.923
O 1.504 1.256 -2.938 -1.69 -0.22 0.80 -0.405
H 7.589 0.139 0.310 0.20 -0.04 0.78 0.394
H 8.304 1.317 -0.827 -0.05 -0.40 0.25 0.309
H 8.321 -0.397 -1.154 1.01 -1.30 -0.79 0.451
H 7.096 0.017 -3.287 -0.26 0.38 -0.23 0.333
H 5.099 0.940 -4.482 -0.38 -0.08 0.72 0.460
H 3.381 1.783 -0.588 -0.12 0.01 -0.29 -0.023
H 5.529 1.019 0.510 -0.70 0.37 -1.65 0.167
C -1.767 -0.523 0.916 0.47 0.95 0.68 -0.199
C -1.392 0.083 2.294 0.73 -0.70 0.99 -1.861
As -0.111 -0.853 3.564 -0.39 -0.60 -0.27 0.459
C -0.941 -0.395 5.319 0.79 -0.17 -0.65 0.379
C -0.693 -1.257 6.380 0.01 1.32 1.84 -0.569
C -0.888 -0.854 7.730 -1.05 2.46 -2.25 -0.592
C -1.501 0.426 7.989 0.45 -2.22 -2.00 -0.567
C -1.865 1.183 6.847 -0.54 0.50 1.26 -0.479
C -1.480 0.847 5.556 -0.17 0.32 -0.65 -0.210
C -0.760 -2.749 3.667 -0.25 -0.14 0.55 0.281
C 0.265 -3.655 3.922 -1.29 -0.02 -0.61 -0.498
C 0.025 -4.997 4.135 -0.93 -0.08 0.21 -0.588
C -1.290 -5.482 4.262 1.69 1.61 -0.60 -0.570
C -2.327 -4.577 4.115 0.91 -0.65 -0.19 -0.611
C -2.053 -3.268 3.790 -1.36 1.57 -1.08 -0.078
P -0.689 -0.300 -0.614 0.39 -0.66 2.04 1.426
C -1.743 -1.087 -1.832 -0.06 0.51 -1.11 -0.801
C -3.128 -0.572 -2.071 -1.22 0.56 0.67 1.566
C -3.569 -0.636 -3.484 0.33 0.28 -0.65 -0.880
C -2.955 -1.443 -4.366 0.27 -1.43 -1.05 -0.621
C -1.755 -2.202 -4.064 -1.59 0.93 1.03 -1.250
C -1.166 -1.832 -2.811 1.51 -1.36 -0.04 -0.281
C 0.738 -1.449 -0.337 -1.07 0.34 -0.51 0.437
C 0.583 -2.698 0.305 1.71 -0.02 0.51 -0.450
C 1.682 -3.594 0.322 -1.76 1.12 -0.32 -0.521
C 2.836 -3.215 -0.376 0.20 -2.67 1.39 -1.058
C 2.972 -1.999 -0.921 -1.14 2.57 -0.92 -0.319
C 1.913 -1.053 -0.961 0.04 -1.96 1.25 0.568
H -2.608 0.118 0.711 -0.79 -0.08 -0.63 0.182
H -2.132 -1.550 1.061 0.26 0.17 -0.40 0.641
H -2.267 0.039 2.937 -0.49 0.32 -0.29 0.857
H -1.017 1.119 2.261 -0.28 -0.47 -0.24 0.156
H -0.179 -2.152 6.181 0.37 -1.27 -0.09 0.383
H -0.593 -1.429 8.554 0.39 -0.99 0.83 0.456
H -1.698 0.612 9.036 -0.30 0.70 -0.23 0.355
H -2.544 2.035 6.923 0.58 0.14 0.38 0.318
H -1.577 1.550 4.692 -0.32 -0.50 1.04 0.283
H 1.226 -3.294 3.759 1.85 0.32 0.06 0.562
H 0.873 -5.642 4.146 0.36 -0.62 0.19 0.428
H -1.435 -6.519 4.262 -0.42 -1.31 0.48 0.395
H -3.311 -4.971 4.132 -0.92 0.06 0.01 0.418
H -2.940 -2.682 3.447 0.81 -0.08 0.70 0.214
H -3.892 -1.240 -1.597 0.57 0.17 0.36 0.387
H -4.402 0.029 -3.723 0.11 -0.60 -0.30 0.440
H -3.437 -1.627 -5.329 0.28 0.34 0.11 0.400
H -1.455 -3.059 -4.679 0.20 0.75 0.29 0.439
H -0.140 -2.183 -2.573 -0.69 0.10 -0.43 0.291
H -0.234 -2.888 0.992 -0.33 -0.13 -0.48 0.404
H 1.524 -4.535 0.856 0.50 0.26 -0.27 0.461
H 3.676 -3.930 -0.401 -0.39 0.49 -0.03 0.342
H 3.882 -1.723 -1.361 1.27 0.33 -0.63 0.557
H 1.931 -0.063 -1.364 0.52 0.18 -0.48 -0.359
I 0.696 2.509 0.411 -0.24 -0.01 -0.28 -0.131
C -3.541 0.829 -1.618 -0.31 1.13 0.01 -0.241
C -4.897 1.126 -1.450 -0.10 -0.39 0.63 -0.593
C -5.329 2.391 -1.071 0.35 0.33 -0.49 -0.781
C -4.392 3.414 -0.933 0.54 0.46 0.24 -0.763
C -3.079 3.122 -1.259 -0.98 -1.65 0.76 -0.943
N -2.695 1.854 -1.574 1.42 0.59 -0.33 1.242
H -5.554 0.275 -1.555 -0.47 0.17 0.04 0.538
H -6.364 2.681 -0.958 -0.19 -0.54 0.16 0.404
H -4.625 4.428 -0.533 0.00 -0.98 -0.64 0.404
H -2.298 3.818 -1.123 0.71 0.75 -0.25 0.486


No. 2
88
Properties=species:S:1:pos:R:3:forces:R:3:mulliken_charge:R:1 method="wB97M-V/def2-TZVPD" homo_lumo_gap_ha=0.215 relative_energy_ev=0.000 e_homo_ev=-6.84 energy_ha=-3122.43408 largest_force_ev_per_a=1.63 spin_multiplicity=1
Ca 1.856 -1.294 3.032 -0.24 0.28 1.59 0.944
C -2.466 0.217 5.493 -0.78 -0.85 -0.48 -0.296
C -2.903 -0.051 4.246 -0.54 0.31 0.77 -0.411
C -3.217 1.037 3.242 -0.79 -0.11 -0.23 -0.952
C -1.959 1.611 2.568 -0.64 0.29 -0.40 0.083
C -0.956 2.347 3.397 0.56 -0.14 0.31 -0.488
C -1.078 2.812 4.640 0.94 -0.71 0.04 -0.150
C -2.328 2.841 5.431 -0.65 0.15 0.91 -0.961
C -2.651 1.522 6.214 0.89 0.95 0.05 -0.518
C 3.019 0.347 4.233 0.91 1.07 -0.53 -1.498
H -2.069 -0.595 6.122 -0.59 0.16 -0.26 0.372
H -3.280 -1.052 3.959 1.27 0.28 0.11 0.368
H -3.869 1.822 3.651 0.35 -0.21 -0.05 0.353
H -3.832 0.587 2.451 0.19 0.08 0.01 0.501
H -1.455 0.754 2.094 0.07 0.24 0.06 -0.356
H -2.272 2.267 1.739 0.00 -0.21 0.02 0.443
H 0.015 2.424 2.903 -0.01 -0.06 0.30 0.440
H -0.170 3.036 5.229 -0.36 0.31 -0.73 0.224
H -3.163 3.162 4.801 0.12 -0.10 0.28 0.388
H -2.198 3.616 6.207 -0.25 -0.16 -0.31 0.393
H -1.985 1.503 7.086 -0.10 0.04 -0.08 0.232
H -3.676 1.625 6.633 0.43 -0.34 -0.36 0.318
H 3.310 0.040 5.257 -0.21 -0.10 -0.51 0.205
H 2.483 1.327 4.376 0.29 -0.77 -0.18 0.190
H 3.986 0.617 3.744 -0.23 0.11 0.13 0.366
P 0.031 -2.117 -4.030 -0.08 -0.77 -0.06 0.145
P 1.891 0.270 -4.440 0.90 0.37 -0.45 -0.023
C -0.696 -0.567 -4.618 0.60 0.81 -0.10 -0.668
C 0.159 0.426 -4.946 -0.73 -0.84 -0.04 -0.907
C -0.694 -3.288 -5.276 0.16 0.13 0.02 0.320
C -1.828 -2.993 -6.047 -0.03 -0.61 0.00 0.153
C -2.355 -3.963 -6.908 0.32 -0.08 -0.01 -0.620
C -1.692 -5.185 -7.078 0.17 0.04 0.23 -0.467
C -0.501 -5.443 -6.380 -0.22 0.18 -0.09 -0.510
C 0.001 -4.497 -5.484 -0.56 0.22 0.00 -0.510
C -0.994 -2.321 -2.524 -0.27 -0.03 0.04 0.478
C -0.709 -1.432 -1.468 -0.28 -0.35 -0.08 -0.886
C -1.457 -1.484 -0.293 -0.06 -0.17 -0.09 -0.016
C -2.511 -2.399 -0.177 0.06 -0.10 -0.16 -0.552
C -2.796 -3.275 -1.232 0.19 0.08 0.19 -0.566
C -2.023 -3.260 -2.396 0.02 0.34 0.35 -0.470
C 2.648 0.962 -6.001 -0.01 0.09 -0.04 0.252
C 2.524 0.170 -7.160 0.07 0.40 -0.05 -0.301
C 2.913 0.673 -8.405 0.12 0.30 0.14 -0.604
C 3.443 1.972 -8.499 -0.07 -0.02 0.24 -0.397
C 3.622 2.743 -7.342 -0.03 -0.37 0.00 -0.556
C 3.253 2.225 -6.092 -0.18 -0.10 -0.33 -0.290
C 1.980 1.722 -3.322 -0.05 -0.04 0.33 0.421
C 3.140 1.855 -2.532 -0.38 0.32 -0.29 -0.517
C 3.346 3.020 -1.794 -0.15 0.05 -0.01 -0.554
C 2.381 4.039 -1.808 0.12 -0.15 -0.13 -0.514
C 1.188 3.862 -2.514 0.09 -0.18 0.17 -0.663
C 0.964 2.682 -3.230 0.43 0.34 0.08 -0.030
H -1.785 -0.496 -4.680 0.26 0.20 -0.33 0.720
H -0.127 1.320 -5.497 -0.29 -0.01 0.24 0.889
H -2.315 -2.020 -5.986 0.06 -0.35 0.11 0.238
H -3.280 -3.761 -7.451 0.33 -0.05 0.09 0.390
H -2.096 -5.942 -7.759 0.15 0.33 0.27 0.355
H 0.037 -6.382 -6.533 -0.21 0.29 0.02 0.371
H 0.925 -4.684 -4.931 -0.30 0.02 -0.16 0.362
H 0.087 -0.694 -1.588 -0.16 -0.18 0.05 0.388
H -1.224 -0.806 0.534 -0.17 -0.16 -0.29 0.334
H -3.107 -2.432 0.738 0.18 0.02 -0.31 0.412
H -3.620 -3.984 -1.147 0.21 0.18 0.04 0.373
H -2.230 -3.960 -3.207 0.02 0.22 0.20 0.330
H 2.098 -0.834 -7.092 0.07 0.27 0.00 0.404
H 2.796 0.067 -9.311 0.04 0.23 0.42 0.360
H 3.715 2.387 -9.474 -0.09 -0.21 0.37 0.345
H 4.040 3.754 -7.403 -0.12 -0.45 -0.02 0.362
H 3.409 2.819 -5.190 -0.13 -0.10 -0.27 0.289
H 3.874 1.047 -2.523 -0.11 0.28 -0.08 0.373
H 4.266 3.137 -1.218 -0.32 0.01 -0.13 0.419
H 2.567 4.968 -1.265 -0.09 -0.31 -0.14 0.405
H 0.427 4.643 -2.515 0.20 -0.22 0.09 0.399
H 0.005 2.532 -3.727 0.37 0.14 0.04 0.366
O 0.756 -2.294 6.743 0.39 0.57 -0.69 -0.752
B 1.100 -1.399 5.660 -0.91 -0.26 -0.37 -0.037
O 1.015 -0.050 6.176 0.30 -1.20 -0.42 0.177
C 0.779 -0.171 7.499 -0.33 0.01 0.41 0.614
C 0.718 0.850 8.418 -0.17 -0.03 0.58 -0.665
C 0.398 0.503 9.750 0.10 0.10 -0.39 -0.549
C 0.177 -0.830 10.096 0.07 -0.11 -0.02 -0.478
C 0.295 -1.865 9.142 -0.12 0.02 0.25 -0.860
C 0.588 -1.512 7.840 0.00 0.58 0.70 0.753
H 0.927 1.870 8.098 -0.12 -0.17 0.18 0.449
H 0.331 1.289 10.508 0.01 -0.34 -0.27 0.357
H -0.075 -1.074 11.135 0.13 0.03 -0.49 0.351
H 0.159 -2.913 9.412 0.00 0.31 -0.02 0.418